1.
This record from the Open Molecules 2025 dataset describes C53H45N12O4RbS as an isolated structure. The level of theory is ωB97M-V/def2-TZVPD.

Computed properties:
energy	-3427.0928	Eh
ΔE to the lowest compared entry with this formula, charge and spin	0.541	eV
net charge	-2
lowest unoccupied orbital energy	2.63	eV
HOMO energy	-1.8	eV

```
116
C53H45N12O4RbS | the Open Molecules 2025 dataset | ωB97M-V/def2-TZVPD
Rb 0.66664 -0.29201 0.49839
C -1.56134 2.62052 -0.72701
O -0.14463 2.56026 -0.65272
C 0.53090 3.73987 -0.64775
C -0.11353 4.96821 -0.75397
C 0.61270 6.15037 -0.78110
C 1.99750 6.11123 -0.70885
C 2.63782 4.88668 -0.59444
C 1.93101 3.68892 -0.54527
N 2.53594 2.41486 -0.43312
N 3.75090 2.49952 -0.10129
C 4.52083 1.38604 0.02575
C 4.14543 0.06871 -0.41960
O 3.10906 -0.19526 -1.05094
C 5.10094 -1.00901 -0.11264
C 6.29404 -0.78045 0.45429
C 6.71756 0.54876 0.81674
C 7.97823 0.77930 1.38493
C 8.38305 2.04105 1.75131
C 7.49482 3.11136 1.55470
C 6.25212 2.90484 1.00685
C 5.82289 1.61932 0.60842
H -1.97340 3.18524 0.10940
H -1.91036 1.59418 -0.65184
H -1.87995 3.06695 -1.67908
H -1.19109 5.01116 -0.79506
H 0.08809 7.09502 -0.85686
H 2.57669 7.02640 -0.73746
H 3.71644 4.82825 -0.53510
H 4.76777 -2.00982 -0.35965
H 6.96706 -1.60658 0.66848
H 8.63393 -0.07268 1.53577
H 9.35827 2.20668 2.19255
H 7.78616 4.11347 1.84799
H 5.56897 3.73191 0.87919
C -5.10285 1.32326 2.15451
C -3.80744 0.74442 1.64627
N -2.65523 1.25369 1.88413
N -2.62491 2.42607 2.52214
C -1.44824 2.77650 3.02184
N -1.43245 4.08445 3.46714
S -0.04707 1.82122 3.27235
C -3.82736 -0.46841 0.79854
C -4.84718 -1.40904 0.92104
C -4.82025 -2.55408 0.15530
C -3.77764 -2.74297 -0.73414
C -2.82028 -1.74201 -0.82004
N -2.83966 -0.62651 -0.10344
H -4.87440 2.07002 2.91241
H -5.74982 0.55810 2.58791
H -5.66465 1.80922 1.35105
H -2.34289 4.49093 3.61979
H -0.72558 4.26895 4.16115
H -5.63523 -1.26508 1.64866
H -5.59219 -3.30639 0.27266
H -3.69582 -3.63218 -1.34604
H -1.99563 -1.83831 -1.51198
C -3.22617 -7.46554 -12.07073
O -2.59821 -8.00934 -10.93420
C -2.25790 -7.14853 -9.93560
C -1.63041 -7.71293 -8.81880
C -1.25526 -6.91820 -7.76034
C -1.48680 -5.54207 -7.77161
C -2.10626 -4.99539 -8.87941
C -2.49594 -5.77887 -9.96348
C -1.07490 -4.73997 -6.60846
N -0.51677 -5.23162 -5.52582
C -0.32418 -4.15340 -4.69662
C -0.76942 -2.99784 -5.29380
N -1.24819 -3.38844 -6.52267
C -0.70004 -1.70214 -4.68037
C -1.07968 -0.50080 -5.28264
C -0.93151 0.67133 -4.58711
C -0.42733 0.61424 -3.28139
N -0.09183 -0.51057 -2.68802
C -0.19554 -1.66129 -3.37132
C 0.27334 -2.89484 -2.70050
N 0.73942 -2.75892 -1.44798
C 1.27600 -3.81099 -0.85727
C 1.31607 -5.07125 -1.47002
C 0.78122 -5.24016 -2.71829
C 0.24562 -4.12124 -3.37211
H -3.40709 -8.29748 -12.74724
H -2.58603 -6.72944 -12.56710
H -4.18062 -6.99560 -11.81415
H -1.45164 -8.77941 -8.80835
H -0.77279 -7.34547 -6.89137
H -2.30924 -3.93163 -8.92704
H -2.98001 -5.30853 -10.80707
H -1.65664 -2.79097 -7.21653
H -1.47612 -0.49171 -6.29324
H -1.19775 1.62500 -5.02257
H -0.28662 1.51560 -2.69759
H 1.68952 -3.63866 0.13434
H 1.76031 -5.90342 -0.93904
H 0.77189 -6.20226 -3.21317
N -0.05821 -3.35203 2.80795
C -1.06982 -3.21846 1.90735
N -2.18212 -2.65314 2.33212
C -1.88982 -2.36234 3.65801
C -2.63470 -1.66756 4.61026
C -2.06008 -1.43972 5.84566
C -0.75548 -1.87621 6.13238
C 0.00646 -2.54013 5.19043
C -0.56833 -2.77997 3.94418
H 1.02157 -3.03307 2.29774
H -0.92137 -3.51837 0.87602
H -3.61467 -1.27921 4.36307
H -2.60362 -0.87851 6.59562
H -0.32833 -1.65719 7.10418
H 1.02678 -2.83677 5.40209
C 2.90222 -2.07584 2.76911
O 2.09240 -2.74112 1.84118
H 2.47044 -2.06842 3.78169
H 3.07347 -1.02129 2.51834
H 3.89707 -2.52955 2.86357
```


2.
This record from the Open Molecules 2025 dataset describes C53H45N4O6P2SiSr as an isolated structure. The level of theory is ωB97M-V/def2-TZVPD.

Computed properties:
energy	-3720.1637	Eh
ΔE to the lowest compared entry with this formula, charge and spin	0.979	eV
net charge	-1
lowest unoccupied orbital energy	1.80	eV
HOMO energy	-3.7	eV

```
112
C53H45N4O6P2SiSr | the Open Molecules 2025 dataset | ωB97M-V/def2-TZVPD
Sr 0.38387 -0.49249 -2.06531
C -3.71381 -0.77083 -0.23353
Si -1.95442 -1.10061 0.44053
C -2.06615 -0.77341 2.33221
C -2.07901 -1.78710 3.29091
C -2.16642 -1.52606 4.65558
C -2.22401 -0.20307 5.09739
C -2.11714 0.82393 4.18654
C -1.92274 0.53038 2.83306
P -1.60483 1.97123 1.69494
C -2.09982 3.41240 2.74669
C -1.29733 4.25792 3.50883
C -1.85622 5.28313 4.36808
C -3.23648 5.46162 4.37210
C -4.03299 4.60750 3.59421
C -3.49942 3.64306 2.79838
C 0.23199 2.12424 1.68998
C 0.85566 3.28890 1.23521
C 2.22448 3.32670 1.02640
C 3.00039 2.19013 1.21900
C 2.38836 1.06702 1.71413
C 1.01170 1.00895 1.91342
C -1.81226 -3.08448 0.35273
C -2.95566 -3.83827 -0.06228
C -2.84552 -5.08051 -0.66014
C -1.59689 -5.64077 -0.89779
C -0.47207 -4.98082 -0.43948
C -0.57462 -3.71635 0.18829
P 0.96650 -2.90804 0.76214
C 0.91606 -3.30104 2.57606
C 1.51996 -2.33313 3.42092
C 1.38035 -2.41636 4.78831
C 0.78924 -3.55709 5.35629
C 0.22072 -4.54855 4.57845
C 0.27775 -4.37500 3.18961
C 2.26215 -4.08707 0.13182
C 2.60845 -5.29836 0.76640
C 3.44635 -6.21896 0.15730
C 4.12395 -5.85942 -1.02109
C 3.83032 -4.64852 -1.60629
C 2.88490 -3.78831 -1.07069
H -4.53461 -1.25807 0.25729
H -3.73684 -0.94378 -1.28252
H -3.84894 0.30080 -0.11244
H -2.05520 -2.85153 2.93933
H -2.23751 -2.34446 5.35206
H -2.26098 0.00142 6.14171
H -2.13399 1.82997 4.49950
H -0.22888 4.09787 3.50380
H -1.19984 5.91554 4.93442
H -3.69754 6.20657 5.00169
H -5.11170 4.85023 3.59884
H -4.12696 3.01217 2.20716
H 0.32563 4.12921 0.85482
H 2.69303 4.16008 0.54978
H 4.05297 2.15671 0.96624
H 2.96857 0.14556 1.83624
H 0.58481 0.09582 2.25415
H -3.94046 -3.40897 0.02939
H -3.71202 -5.64376 -1.00977
H -1.44365 -6.53931 -1.42893
H 0.51064 -5.35421 -0.66550
H 2.04282 -1.47156 3.02009
H 1.73022 -1.59598 5.38176
H 0.74729 -3.58195 6.44155
H -0.22686 -5.42205 5.03125
H -0.19816 -5.11159 2.54428
H 2.08476 -5.62575 1.65515
H 3.69191 -7.15222 0.65103
H 4.81881 -6.55350 -1.49918
H 4.34344 -4.41410 -2.56539
H 2.69560 -2.83079 -1.56155
C -4.01236 -0.01869 -4.23357
C -2.89875 0.64014 -3.47222
O -1.79760 0.13167 -3.33088
N -3.22458 1.85742 -2.87367
C -2.60636 2.31221 -1.63975
C -1.49167 3.25812 -1.78013
C -1.58974 4.61907 -1.63509
C -0.44057 5.40529 -1.80382
C 0.76956 4.77669 -2.07678
C 0.78416 3.39660 -2.16537
N -0.31135 2.65181 -2.01458
H -4.75705 0.71694 -4.59680
H -4.45422 -0.83360 -3.64504
H -3.57155 -0.46123 -5.11865
H -4.14456 2.21803 -3.14460
H -2.25277 1.48697 -1.04031
H -3.40648 2.77619 -1.07503
H -2.51171 5.14049 -1.39868
H -0.54130 6.46114 -1.60475
H 1.71538 5.30472 -2.18278
H 1.72992 2.84249 -2.36457
O 2.76389 0.01182 -1.59423
C 3.57431 0.79514 -2.09130
C 3.54079 1.43505 -3.36804
C 4.56710 2.30799 -3.71148
C 4.54445 2.97463 -4.91435
C 3.53826 2.68868 -5.84300
C 2.51864 1.85361 -5.57001
C 2.38916 1.18640 -4.26482
O 1.44269 0.39676 -4.00230
N 5.51072 3.99791 -5.15194
O 6.16924 4.32400 -4.17685
O 5.69668 4.52507 -6.22929
H 4.41860 1.16503 -1.43468
H 5.38371 2.52298 -2.99954
H 3.64461 3.19738 -6.75834
H 1.75322 1.63540 -6.29002
O -0.17357 -4.73229 -4.23733
C -0.08565 -3.70780 -3.62381
N 0.02512 -2.72104 -2.99718
```


3.
This record from the Open Molecules 2025 dataset describes C53H46HoN4O2S2 as an isolated structure. The level of theory is ωB97M-V/def2-TZVPD.

Computed properties:
energy	-4160.5742	Eh
multiplicity	5
net charge	+3
lowest unoccupied orbital energy (alpha / beta)	-7.57 / -7.48	eV
⟨S²⟩	6.004
HOMO energy (alpha / beta)	-14.7 / -14.7	eV

```
108
C53H46HoN4O2S2 | the Open Molecules 2025 dataset | ωB97M-V/def2-TZVPD
Ho 0.23120 -0.24240 0.57040
C 2.74110 2.59500 0.57430
C 3.58650 1.39390 1.03880
C 3.65800 0.44280 -0.11700
C 4.80660 0.24360 -0.86850
C 4.72460 -0.47880 -2.05180
C 3.49360 -0.95700 -2.47730
C 2.39910 -0.71360 -1.66270
N 2.47060 -0.06680 -0.49670
N 1.28530 2.36500 0.72590
C 0.78920 3.03190 1.94890
C 0.33580 2.10920 3.05290
C 0.20630 2.65810 4.32530
C -0.27370 1.88000 5.36000
C -0.64340 0.57080 5.07750
C -0.50770 0.10290 3.78530
N 0.00310 0.83740 2.77730
C 0.56810 2.89240 -0.46080
C -0.93260 2.77000 -0.31340
C -1.76410 3.81120 -0.70390
C -3.12690 3.71310 -0.47400
C -3.60790 2.58840 0.18020
C -2.71720 1.58750 0.52200
N -1.40530 1.64190 0.24400
H 3.05120 3.48460 1.12830
H 2.97660 2.78460 -0.47490
H 4.58690 1.73590 1.29920
H 3.12330 0.93370 1.91830
H 5.75070 0.64710 -0.53920
H 5.60580 -0.63510 -2.65470
H 3.39430 -1.47650 -3.41820
H 1.05950 -1.60560 -2.75520
H 1.55020 3.69950 2.36770
H -0.07310 3.67180 1.71780
H 0.48210 3.68720 4.49080
H -0.37620 2.28830 6.35170
H -1.02840 -0.07520 5.84830
H -0.83540 -0.90160 3.53210
H 0.81720 3.95080 -0.62790
H 0.88540 2.32760 -1.34940
H -1.34400 4.67740 -1.18950
H -3.79030 4.50470 -0.77870
H -4.65530 2.49170 0.41090
H -3.05990 0.70800 1.05360
C -7.04450 -5.46750 -0.05510
C -5.97140 -4.44070 -0.15580
C -4.88610 -4.47610 0.71830
C -3.86970 -3.54360 0.63750
C -3.93660 -2.56890 -0.34100
C -5.03380 -2.47580 -1.18800
C -6.04290 -3.41290 -1.09420
S -2.71160 -1.28610 -0.59100
O -1.68140 -1.36670 0.55270
C -1.77720 -1.91220 -2.01070
C -1.68850 -0.98300 -3.07010
C -0.97630 -1.28250 -4.19670
C -0.30420 -2.52420 -4.31090
C 0.45290 -2.85800 -5.45520
C 1.06600 -4.07770 -5.55970
C 0.93400 -5.02260 -4.53150
C 0.21140 -4.73240 -3.40570
C -0.42180 -3.47860 -3.25660
C -1.18660 -3.15350 -2.09440
C -1.33700 -4.21440 -1.07320
C -2.31270 -5.22680 -1.29580
C -3.21590 -5.15740 -2.37550
C -4.15300 -6.13450 -2.56490
C -4.22450 -7.22950 -1.69370
C -3.35470 -7.33470 -0.64350
C -2.38010 -6.34070 -0.41600
C -1.45050 -6.43210 0.64200
C -0.52550 -5.45170 0.85290
C -0.49520 -4.32440 0.00990
S 0.80330 -3.10910 0.26840
O 1.10600 -1.04590 -1.95110
C 0.79700 -2.75260 2.04330
C -0.12990 -3.25600 2.94880
C 0.09210 -3.11480 4.31010
C 1.22350 -2.46940 4.80330
C 1.49260 -2.39320 6.26840
C 2.11000 -1.90570 3.88350
C 1.91340 -2.04140 2.51700
H -6.62190 -6.45870 0.09360
H -7.66560 -5.47470 -0.94460
H -7.69060 -5.26180 0.79870
H -4.84200 -5.25330 1.46640
H -3.03650 -3.57570 1.32300
H -5.08750 -1.67410 -1.91010
H -6.89190 -3.35090 -1.75470
H -2.22770 -0.05040 -2.98820
H -0.92690 -0.58860 -5.02190
H 0.53000 -2.14130 -6.25800
H 1.65050 -4.32610 -6.43080
H 1.40540 -5.98680 -4.63120
H 0.10840 -5.47510 -2.63030
H -3.16540 -4.32390 -3.05700
H -4.84370 -6.07120 -3.38970
H -4.96710 -7.99300 -1.86150
H -3.39780 -8.19060 0.01360
H -1.46320 -7.30380 1.27690
H 0.20620 -5.54920 1.64020
H -1.00340 -3.78880 2.60590
H -0.61690 -3.54400 5.00150
H 0.79490 -3.00360 6.83360
H 1.42390 -1.36550 6.62260
H 2.49930 -2.73580 6.49750
H 2.99590 -1.40470 4.24540
H 2.69920 -1.75600 1.81740
```


4.
This record from the Open Molecules 2025 dataset describes C53H47InN12P as an isolated structure. The level of theory is ωB97M-V/def2-TZVPD.

Computed properties:
energy	-3235.5389	Eh
ΔE to the lowest compared entry with this formula, charge and spin	3.418	eV
net charge	+3
lowest unoccupied orbital energy	-9.49	eV
HOMO energy	-14.5	eV

```
114
C53H47InN12P | the Open Molecules 2025 dataset | ωB97M-V/def2-TZVPD
In -0.55255 -0.25466 0.08797
C 3.28019 2.73003 -2.21167
N 2.34453 1.65071 -2.27764
C 1.16613 1.57861 -1.56769
N 0.45152 0.50696 -1.86599
C 1.12647 -0.05194 -2.99286
C 2.27939 0.61758 -3.24930
C 3.34077 0.30324 -4.17913
C 4.67207 0.36699 -3.77357
C 5.67161 0.08686 -4.73882
C 5.38131 -0.23671 -6.04172
C 4.05513 -0.29752 -6.46383
C 3.05121 -0.03616 -5.50304
C 0.50029 -1.20207 -3.70761
C -0.87628 -1.25704 -3.89297
C -1.42268 -2.25087 -4.62870
C -0.66034 -3.30524 -5.18667
C 0.69461 -3.37020 -4.81367
C 1.29982 -2.28892 -4.15097
P 0.89044 2.72531 -0.21861
C 1.39677 1.74799 1.25650
N 0.56349 0.78915 1.69624
C 0.95896 0.56961 3.05567
C 2.05057 1.29976 3.36259
N 2.27883 2.12995 2.25718
C 3.49559 2.89496 1.97009
C 2.85479 1.17265 4.56584
C 3.05264 -0.18974 5.02280
C 3.59257 -0.40889 6.28121
C 4.26209 0.58547 7.05694
C 3.97125 1.88749 6.64497
C 3.42283 2.17818 5.41159
C 0.12518 -0.23599 3.90097
C -0.35566 -1.52136 3.47423
C -1.17989 -2.21656 4.28134
C -1.53536 -1.73790 5.55324
C -0.91275 -0.58196 6.03150
C -0.11832 0.18408 5.19026
C -0.90253 2.77756 -0.15207
N -1.55067 1.64305 0.09433
C -2.90139 1.87514 -0.01447
C -3.11788 3.23196 -0.30106
N -1.78995 3.79902 -0.48432
C -1.46893 5.22473 -0.44119
C -4.40639 3.94274 -0.36868
C -5.43210 3.62493 0.50144
C -6.68901 4.24896 0.47580
C -6.96836 5.26068 -0.39881
C -5.97109 5.58632 -1.38166
C -4.68799 5.03476 -1.27379
C -3.82363 0.82465 0.06899
C -3.61395 -0.22608 1.02295
C -4.32732 -1.42508 1.00585
C -5.41935 -1.51693 0.10673
C -5.73651 -0.42430 -0.70197
C -4.95476 0.68329 -0.82428
H 3.99083 2.53357 -3.02626
H 3.82555 2.62340 -1.28743
H 2.72645 3.73705 -2.31298
H 5.08592 0.73616 -2.83390
H 6.69866 0.01960 -4.37677
H 6.19413 -0.41761 -6.75927
H 3.79174 -0.59643 -7.48961
H 1.98291 -0.03334 -5.82707
H -1.51530 -0.34484 -3.63989
H -2.53070 -2.30383 -4.72855
H -1.08714 -4.03974 -5.89955
H 1.23656 -4.30016 -5.02859
H 2.40441 -2.21004 -4.02000
H 4.02986 3.02609 2.91979
H 3.18895 3.88159 1.62497
H 4.20178 2.48476 1.18890
H 2.64713 -1.03618 4.47391
H 3.47449 -1.39849 6.74505
H 4.89758 0.33542 7.93724
H 4.29583 2.75400 7.18580
H 3.48487 3.19147 5.05054
H 0.14387 -1.96884 2.60100
H -1.61017 -3.15496 3.97013
H -2.21100 -2.38724 6.14418
H -0.97503 -0.31208 7.07364
H 0.34299 1.10914 5.52575
H -0.39501 5.42172 -0.39891
H -1.96670 5.79623 0.32569
H -1.89073 5.60804 -1.36610
H -5.25274 2.86575 1.31319
H -7.49513 3.84296 1.05126
H -7.94070 5.73962 -0.35327
H -6.15017 6.18669 -2.25443
H -3.98639 5.32883 -2.04577
H -2.89962 -0.07761 1.81418
H -3.95192 -2.27830 1.60013
H -6.02738 -2.46295 0.02275
H -6.59773 -0.47094 -1.34914
H -5.25426 1.38506 -1.59614
N 3.86069 -5.86013 0.07571
C 2.98936 -4.97827 0.62873
N 3.26570 -4.69459 1.91625
N 1.90903 -4.53837 0.00233
C 1.47226 -3.33635 0.16030
N 1.00624 -2.25634 0.40047
H 4.58523 -6.23050 0.64181
H 3.79541 -6.09742 -0.93037
H 3.81601 -5.31552 2.48705
H 2.58123 -4.11314 2.46290
N -1.61034 -5.22533 -1.07196
C -2.46580 -5.01496 -2.16619
C -2.92571 -3.72252 -1.96366
N -2.28062 -3.13075 -0.91177
C -1.52756 -4.08641 -0.34346
H -1.04797 -6.02769 -0.88504
H -2.63434 -5.70063 -3.00410
H -3.63644 -3.25218 -2.54261
H -0.91449 -3.95966 0.49869
```